(1)
This record from OMol25 describes C25H69B2Cu2N3O12V as an isolated structure. The level of theory is ωB97M-V/def2-TZVPD.

XYZ file:
```
114
Properties=species:S:1:pos:R:3:mulliken_charge:R:1
O -2.313 3.554 0.074 -0.43
V -0.816 3.324 -0.280 -0.62
Cu -0.047 -0.973 -1.998 0.96
Cu -0.045 1.278 3.171 0.02
C -0.138 0.765 0.038 -0.16
O -0.593 1.545 0.935 0.05
O -0.003 1.279 -1.118 0.30
O 0.095 -0.461 0.278 1.95
B -1.255 4.216 -2.407 1.06
H -0.897 4.835 -3.313 -0.17
H -0.644 3.274 -2.318 -0.77
H -1.162 4.836 -1.459 0.03
H -2.344 3.875 -2.587 -0.29
B 0.038 4.845 1.179 0.83
H 0.701 5.353 1.971 -0.20
H 0.472 4.834 0.133 -0.06
H -0.180 3.793 1.525 -0.59
H -0.965 5.413 1.176 -0.24
C -2.944 -1.665 -1.454 -1.21
O -2.019 -1.615 -2.552 0.31
C -2.617 -1.191 -3.758 -0.75
C -1.482 -1.074 -4.745 -1.07
N -0.286 -0.444 -4.195 -0.18
C -0.457 1.014 -4.075 -1.25
C 0.812 1.764 -3.797 1.80
O 1.792 1.463 -4.803 -0.55
C 2.862 2.365 -4.747 -1.36
H -2.301 -2.062 -0.666 0.05
H -3.667 -2.463 -1.653 0.51
H -3.434 -0.732 -1.184 0.39
H -2.912 -0.140 -3.632 0.29
H -3.469 -1.816 -4.030 0.41
H -1.814 -0.512 -5.634 0.59
H -1.220 -2.018 -5.241 0.41
H 0.399 -0.537 -4.940 0.24
H -1.113 1.267 -3.235 0.28
H -0.951 1.489 -4.935 0.60
H 1.314 1.461 -2.873 -2.24
H 0.515 2.816 -3.753 1.09
H 3.535 2.180 -5.586 0.34
H 3.552 2.343 -3.892 0.62
H 2.552 3.413 -4.806 0.50
C 1.189 0.037 6.271 -0.96
O 0.191 0.412 5.352 -0.09
C -1.126 0.022 5.683 -0.91
C -2.238 0.970 5.268 -0.36
N -2.203 0.996 3.807 0.35
C -3.291 1.744 3.123 -0.32
C -4.687 1.144 3.341 -0.83
O -4.628 -0.225 3.040 -0.41
C -4.628 -0.584 1.700 -0.56
H 1.203 0.734 7.122 0.33
H 2.243 0.000 6.006 0.22
H 0.876 -0.913 6.715 0.40
H -1.340 -0.184 6.740 0.48
H -1.285 -0.945 5.192 0.39
H -2.114 2.000 5.614 0.36
H -3.176 0.590 5.686 0.38
H -2.527 0.057 3.556 -0.05
H -3.014 1.619 2.072 -0.37
H -3.263 2.828 3.246 0.58
H -5.456 1.747 2.847 0.36
H -4.961 1.288 4.391 0.48
H -5.565 -1.025 1.341 0.42
H -3.829 -1.251 1.365 0.04
H -4.510 0.248 0.987 0.31
C -0.671 -4.282 -2.734 -0.89
O 0.188 -3.273 -2.248 0.03
C 1.399 -3.790 -1.743 -1.40
C 2.217 -2.575 -1.316 -0.06
N 2.499 -1.684 -2.405 -0.28
C 3.031 -0.385 -2.022 1.10
C 3.508 0.480 -3.165 -1.20
O 4.134 1.671 -2.798 -0.48
C 3.299 2.718 -2.369 -0.08
H -0.989 -4.961 -1.938 0.28
H -0.173 -4.869 -3.518 0.35
H -1.521 -3.890 -3.283 0.10
H 1.913 -4.447 -2.451 0.53
H 1.295 -4.378 -0.824 0.29
H 3.189 -2.962 -0.959 0.50
H 1.731 -1.988 -0.532 -0.46
H 2.728 -2.047 -3.313 0.34
H 3.857 -0.511 -1.305 0.33
H 2.232 0.114 -1.459 -1.24
H 2.745 0.607 -3.944 0.73
H 4.265 -0.103 -3.706 0.43
H 2.231 2.457 -2.446 0.06
H 3.228 3.641 -2.957 0.51
H 3.535 2.907 -1.322 0.16
C 3.094 1.665 1.693 -1.03
C 3.058 0.200 2.118 0.97
C 3.825 0.064 3.413 -1.59
O 1.716 -0.146 2.444 -0.25
H 2.708 2.333 2.470 0.23
H 2.294 1.862 0.962 -0.31
H 4.023 1.992 1.231 0.54
H 3.463 -0.400 1.299 0.03
H 3.714 -0.929 3.855 0.43
H 3.495 0.735 4.207 0.19
H 4.874 0.303 3.220 0.43
H 1.122 -0.229 1.664 -0.33
C 0.597 -3.919 2.456 -1.30
C -0.540 -3.718 1.461 2.51
C -1.449 -4.956 1.322 -1.74
O -1.273 -2.539 1.748 -0.71
H 1.357 -4.590 2.046 0.34
H 0.245 -4.258 3.431 0.43
H 1.129 -2.976 2.604 0.08
H -0.104 -3.570 0.466 -1.27
H -1.552 -5.403 2.316 0.43
H -0.822 -5.714 0.849 0.41
H -2.403 -4.666 0.896 0.34
H -0.848 -1.792 1.303 -0.21
```

HOMO (spin up / spin down)	-7.8 / -7.9	eV
HOMO-LUMO gap (spin up / spin down)	8.195 / 8.207	eV
LUMO level (spin up / spin down)	0.35 / 0.35	eV
expectation value of S²	0.769
charge	0
multiplicity	2



(2)
This record from OMol25 describes a 15-piece molecular cluster, C25H70BO22 overall. The level of theory is ωB97M-V/def2-TZVPD.

XYZ file:
```
118
Properties=species:S:1:pos:R:3:mulliken_charge:R:1
O -2.899 1.172 -0.434 -0.21
C -1.842 0.622 -0.354 -0.38
O -0.875 0.896 0.502 -0.09
B 0.187 -0.109 0.378 0.64
O -0.176 -0.895 -0.825 -0.04
C -1.408 -0.595 -1.188 0.41
O -1.969 -1.106 -2.118 -0.54
O 0.233 -0.929 1.610 -0.99
C 1.472 -0.999 2.070 0.54
O 1.861 -1.650 2.992 -0.53
C 2.321 -0.045 1.217 0.56
O 1.556 0.382 0.235 0.08
O 3.459 0.292 1.380 -0.65
C 1.482 -3.868 5.366 -0.25
O 2.478 -4.868 5.656 -0.54
H 0.680 -3.954 6.102 0.39
H 1.899 -2.866 5.408 0.06
H 1.068 -4.059 4.376 0.08
H 2.105 -5.420 6.344 0.30
C -1.300 -0.821 -5.543 -0.37
C -2.741 -0.431 -5.827 -0.28
O -3.109 -1.004 -7.102 -0.58
H -0.584 -0.420 -6.261 0.44
H -1.230 -1.906 -5.627 0.20
H -1.086 -0.540 -4.510 -0.20
H -2.940 0.642 -5.823 0.27
H -3.372 -0.858 -5.048 0.17
H -2.691 -0.466 -7.779 0.32
C -1.176 1.058 3.914 -0.57
C -0.028 1.403 4.855 0.16
O 0.158 2.839 4.794 -0.56
H -1.167 -0.036 3.844 0.20
H -1.032 1.474 2.921 -0.15
H -2.137 1.346 4.339 0.57
H 0.902 0.916 4.569 -0.26
H -0.253 1.137 5.890 0.36
H -0.537 3.281 5.286 0.27
C 0.296 -5.374 -3.178 -1.29
C -0.781 -4.310 -3.399 1.07
O -2.048 -4.922 -3.505 -0.57
H 1.290 -4.928 -3.074 0.26
H 0.440 -6.069 -4.012 0.41
H 0.076 -6.012 -2.322 0.34
H -0.470 -3.710 -4.257 -0.07
H -0.839 -3.655 -2.529 -0.47
H -2.228 -5.213 -4.404 0.30
C -4.809 2.917 -3.181 -1.06
C -3.382 3.404 -3.317 0.40
O -2.896 3.175 -4.633 -0.54
H -5.236 2.884 -2.181 0.27
H -4.799 1.859 -3.465 0.22
H -5.436 3.438 -3.907 0.34
H -2.814 2.711 -2.679 -0.27
H -3.236 4.417 -2.931 0.34
H -2.002 3.524 -4.671 0.30
C 4.066 1.238 4.477 -0.50
C 3.564 2.524 3.852 0.25
O 2.988 3.346 4.864 -0.62
H 4.603 0.604 3.765 0.15
H 3.208 0.588 4.674 -0.04
H 4.700 1.412 5.341 0.38
H 2.900 2.428 2.986 -0.35
H 4.385 3.054 3.358 0.38
H 2.039 3.154 4.922 0.38
C -5.168 0.412 2.059 -1.00
C -5.108 1.950 1.888 -0.13
O -5.286 2.171 0.475 -0.61
H -5.280 0.219 3.135 0.37
H -4.308 -0.130 1.678 0.16
H -6.097 -0.005 1.671 0.33
H -4.233 2.370 2.391 0.01
H -5.960 2.454 2.342 0.43
H -4.567 1.698 0.023 0.42
C 1.900 -4.319 0.891 -0.83
C 0.403 -4.432 0.782 0.85
O -0.057 -5.418 1.712 -0.61
H 2.321 -3.530 0.259 0.04
H 2.410 -5.250 0.639 0.45
H 2.258 -4.007 1.873 0.15
H 0.002 -4.507 -0.232 0.05
H -0.034 -3.493 1.144 -0.40
H -0.851 -5.101 2.143 0.34
C -0.587 5.037 1.648 -1.10
C -1.585 4.212 0.864 1.05
O -2.821 4.929 0.663 -0.67
H 0.336 4.458 1.681 0.14
H -0.960 5.281 2.643 0.33
H -0.418 6.014 1.190 0.35
H -1.884 3.317 1.416 -0.32
H -1.086 3.862 -0.045 -0.13
H -3.418 4.248 0.325 0.32
C 2.281 -0.474 -3.316 -0.42
C 2.600 -1.878 -2.754 0.83
O 3.425 -2.657 -3.620 -0.66
H 1.409 -0.367 -3.964 0.07
H 3.174 -0.065 -3.786 0.40
H 1.983 0.152 -2.473 -0.08
H 1.735 -2.431 -2.375 -0.25
H 3.241 -1.798 -1.871 -0.15
H 3.079 -2.593 -4.516 0.34
C 3.025 4.453 -0.096 -0.80
C 2.091 3.770 -1.092 0.70
O 2.466 2.428 -1.312 -0.43
H 4.034 4.443 -0.516 0.30
H 3.085 3.893 0.841 -0.04
H 2.849 5.481 0.226 0.40
H 2.034 4.246 -2.074 0.38
H 1.068 3.745 -0.692 -0.66
H 2.032 1.885 -0.640 0.35
O 5.614 -1.685 1.904 -0.74
H 4.757 -1.255 2.000 0.28
H 5.943 -1.338 1.053 0.45
O -3.966 -3.854 -1.853 -0.73
H -3.411 -3.143 -1.516 0.27
H -3.402 -4.312 -2.504 0.45
O 6.168 -0.433 -0.480 -0.67
H 6.485 -0.835 -1.296 0.29
H 5.393 0.082 -0.741 0.31
```

HOMO	-7.9	eV
energy relative to the best compared isomer or geometry (same formula, charge and spin)	0.0	kJ/mol
HOMO-LUMO gap	9.868	eV
LUMO level	2.01	eV
charge	-1



(3)
This record from OMol25 describes a 8-piece molecular cluster, C25H72BF7N6O9S overall. The level of theory is ωB97M-V/def2-TZVPD.

XYZ file:
```
121
Properties=species:S:1:pos:R:3:mulliken_charge:R:1
B 14.842 13.264 -0.193 0.06
F 14.848 13.058 1.200 -0.19
F 15.439 12.211 -0.887 -0.34
F 13.537 13.568 -0.616 -0.36
F 15.674 14.404 -0.388 0.25
C 13.322 15.827 1.912 -1.09
C 12.589 14.896 2.877 1.54
C 13.420 14.612 4.103 -1.26
O 12.675 13.780 4.991 -0.26
C 12.984 14.099 6.352 -0.92
N 11.246 15.463 3.297 -0.04
H 10.735 15.793 2.474 0.38
H 10.626 14.719 3.621 0.32
H 11.330 16.206 3.994 0.37
H 13.562 16.807 2.322 0.64
H 12.866 15.778 0.924 0.35
H 14.339 15.467 1.745 -0.52
H 12.322 13.978 2.351 -0.82
H 13.796 15.532 4.556 0.77
H 14.279 14.002 3.807 0.30
H 14.012 13.878 6.657 0.39
H 12.374 13.531 7.052 0.31
H 12.884 15.157 6.611 0.37
C 11.147 11.819 0.312 -1.11
C 10.996 11.693 -1.195 0.42
C 11.623 10.445 -1.808 -0.54
O 11.488 10.599 -3.221 -0.32
C 11.692 9.405 -3.955 -0.74
N 9.512 11.645 -1.513 -0.13
H 9.336 11.435 -2.503 0.35
H 8.964 10.974 -0.966 0.36
H 9.039 12.528 -1.297 0.38
H 10.460 12.589 0.674 0.52
H 12.174 11.956 0.636 -0.25
H 10.837 10.899 0.819 0.28
H 11.426 12.546 -1.717 0.07
H 11.189 9.505 -1.453 0.68
H 12.687 10.386 -1.564 -0.01
H 11.235 8.496 -3.564 0.41
H 12.708 9.199 -4.304 0.22
H 11.187 9.597 -4.906 0.27
C 15.282 10.462 -3.658 -0.67
C 14.951 10.855 -5.095 0.06
C 13.935 12.002 -5.084 0.34
O 13.530 12.342 -6.383 -0.45
C 12.152 12.216 -6.670 -0.60
N 16.260 11.077 -5.866 -0.20
H 16.831 11.819 -5.460 0.31
H 16.844 10.246 -6.004 0.39
H 16.019 11.332 -6.832 0.42
H 15.955 11.117 -3.089 0.04
H 15.922 9.577 -3.708 0.48
H 14.474 10.377 -2.938 -0.19
H 14.591 9.984 -5.641 0.30
H 14.424 12.890 -4.663 0.25
H 13.133 11.784 -4.372 -0.23
H 11.871 11.178 -6.883 0.28
H 11.892 12.872 -7.495 0.32
H 11.538 12.477 -5.798 0.19
C 13.529 16.666 -2.766 -1.14
C 14.757 17.529 -2.470 0.22
C 14.562 18.636 -1.417 -0.86
O 14.656 18.139 -0.077 -0.07
C 14.572 19.192 0.851 -0.83
N 15.913 16.643 -2.050 0.07
H 15.639 16.101 -1.222 -0.23
H 16.466 16.058 -2.673 0.36
H 16.598 17.295 -1.643 0.42
H 12.681 17.309 -2.989 0.47
H 13.289 16.060 -1.889 0.06
H 13.720 15.986 -3.596 0.40
H 15.091 18.045 -3.369 0.41
H 13.552 19.053 -1.446 0.45
H 15.319 19.400 -1.613 0.48
H 13.636 19.761 0.832 0.39
H 15.377 19.933 0.778 0.38
H 14.724 18.709 1.819 0.15
C 11.718 9.863 5.758 -1.64
C 11.641 10.145 4.269 0.43
C 12.995 10.142 3.594 -0.79
O 12.961 10.169 2.175 -0.22
C 14.295 10.067 1.698 -0.75
N 10.723 9.070 3.648 -0.06
H 11.325 8.255 3.510 0.38
H 10.122 8.831 4.441 0.42
H 10.163 9.410 2.876 0.27
H 10.830 9.914 6.386 0.48
H 12.529 10.505 6.117 0.33
H 12.180 8.901 6.021 0.47
H 11.179 11.126 4.150 0.04
H 13.674 9.391 4.021 0.54
H 13.514 11.039 3.957 0.32
H 15.035 10.661 2.237 0.39
H 14.488 10.327 0.656 -0.08
H 14.655 9.035 1.756 0.48
C 18.732 13.694 -1.838 -1.40
C 19.331 13.782 -0.443 0.71
C 19.781 15.172 -0.098 -0.85
O 20.282 15.296 1.198 -0.08
C 21.686 15.070 1.287 -0.79
N 18.355 13.262 0.579 0.32
H 18.337 12.240 0.502 0.56
H 18.481 13.465 1.589 0.24
H 17.349 13.403 0.409 -0.48
H 18.199 14.599 -2.153 0.03
H 18.005 12.907 -2.050 0.30
H 19.520 13.618 -2.589 0.50
H 20.138 13.052 -0.397 0.41
H 18.982 15.899 -0.292 0.07
H 20.534 15.554 -0.799 0.46
H 21.977 14.133 0.799 0.31
H 21.887 14.936 2.347 0.26
H 22.289 15.890 0.895 0.32
C 17.105 16.150 3.218 0.52
F 17.467 17.401 3.009 -0.22
F 16.036 16.118 4.039 -0.19
F 16.682 15.586 2.069 -0.29
S 18.514 15.146 4.101 1.17
O 18.615 13.934 3.300 -0.84
O 19.643 16.054 4.054 -0.63
O 17.959 14.888 5.436 -0.67
```

HOMO	-15.2	eV
energy relative to the best compared isomer or geometry (same formula, charge and spin)	448.8	kJ/mol
HOMO-LUMO gap	5.791	eV
LUMO level	-9.38	eV
charge	+4



(4)
This record from OMol25 describes a 11-piece molecular cluster, C25H72N2O11 overall. The level of theory is ωB97M-V/def2-TZVPD.

XYZ file:
```
110
Properties=species:S:1:pos:R:3:mulliken_charge:R:1
N 8.039 11.151 14.647 -0.45
C 8.890 11.487 13.534 0.45
N 8.310 12.426 12.753 -0.23
O 10.045 11.078 13.395 -1.21
H 7.148 11.579 14.807 0.15
H 8.288 10.222 14.997 0.27
H 7.302 12.533 12.676 0.22
H 8.700 12.735 11.862 0.15
C 8.470 6.548 10.290 -1.25
C 8.353 7.385 11.551 0.42
C 8.899 6.667 12.775 -1.31
O 9.019 8.651 11.440 -0.08
H 7.933 5.614 10.316 0.44
H 9.542 6.334 10.219 0.23
H 8.153 7.108 9.436 0.27
H 7.311 7.696 11.697 0.31
H 8.317 5.730 12.943 0.40
H 8.845 7.286 13.692 0.23
H 9.901 6.393 12.549 0.36
H 9.996 8.523 11.583 0.01
C 8.801 16.123 13.773 -1.48
C 9.691 15.047 14.387 2.23
C 10.991 15.608 14.787 -1.59
O 8.939 14.484 15.483 -0.69
H 7.988 15.486 13.348 0.33
H 9.440 16.597 13.042 0.35
H 8.457 16.778 14.623 0.34
H 9.886 14.256 13.626 -0.90
H 11.619 14.952 15.370 0.19
H 10.957 16.438 15.483 0.37
H 11.510 15.992 13.964 0.43
H 9.464 13.681 15.724 0.25
C 18.909 11.366 10.204 -1.52
C 18.105 12.441 10.981 0.16
C 16.654 12.170 10.686 -0.94
O 18.452 12.326 12.384 -0.50
H 18.424 10.378 10.268 0.34
H 19.825 11.199 10.704 0.42
H 18.994 11.539 9.129 0.36
H 18.369 13.437 10.673 0.53
H 16.459 12.300 9.640 0.31
H 16.140 12.980 11.204 0.12
H 16.296 11.225 11.033 0.41
H 18.517 13.272 12.593 0.34
C 12.754 12.105 7.433 -0.33
C 14.218 11.963 7.568 0.92
C 14.697 10.533 7.636 -1.37
O 14.905 12.529 6.458 -0.66
H 12.480 11.416 6.672 0.32
H 12.563 13.139 7.220 0.19
H 12.266 11.813 8.367 -0.35
H 14.541 12.495 8.494 -0.02
H 14.311 9.921 6.854 0.49
H 14.433 10.086 8.592 0.10
H 15.807 10.534 7.513 0.33
H 14.616 13.470 6.579 0.27
C 9.443 9.845 8.176 -1.15
C 9.160 11.255 8.734 2.02
C 8.507 12.126 7.709 -1.58
O 8.338 11.218 9.860 -0.64
H 10.286 9.748 7.478 0.31
H 8.598 9.453 7.641 0.33
H 9.762 9.199 9.002 0.19
H 10.143 11.662 9.012 -0.86
H 9.075 12.284 6.809 0.35
H 8.215 13.006 8.233 0.47
H 7.497 11.653 7.455 0.32
H 8.626 10.472 10.421 0.22
C 12.894 10.982 16.195 -1.30
C 11.555 11.513 16.640 0.79
C 11.701 12.552 17.770 -1.43
O 10.971 12.214 15.557 0.48
H 13.407 10.461 17.051 0.47
H 13.563 11.785 15.808 0.17
H 12.848 10.186 15.418 0.34
H 10.982 10.610 16.958 0.18
H 10.710 12.721 18.239 0.33
H 12.133 13.423 17.317 0.23
H 12.331 12.136 18.503 0.54
H 11.062 11.613 14.816 -0.35
C 12.159 13.428 10.823 -1.11
C 12.760 12.186 11.263 1.40
C 13.381 12.363 12.675 -0.64
O 11.746 11.119 11.204 0.45
H 12.942 14.226 10.791 0.38
H 11.546 13.747 11.658 0.00
H 11.563 13.290 9.936 0.25
H 13.532 11.882 10.531 -0.67
H 12.468 12.388 13.366 -0.28
H 14.024 13.287 12.696 0.42
H 14.076 11.537 12.889 0.25
H 11.157 11.209 11.992 0.09
C 13.545 7.797 10.959 -0.69
O 12.456 8.412 11.575 -0.45
H 14.428 7.975 11.549 0.25
H 13.430 6.702 10.949 0.30
H 13.729 8.165 9.943 0.20
H 12.404 9.398 11.452 0.31
C 17.135 10.883 15.000 -0.53
O 16.330 10.438 13.949 -0.43
H 17.791 10.033 15.418 0.24
H 17.762 11.783 14.818 0.21
H 16.432 11.084 15.823 0.21
H 16.724 10.750 13.110 0.20
C 13.326 16.143 6.849 -0.12
O 12.002 16.742 6.905 -0.53
H 14.050 16.951 7.012 0.33
H 13.373 15.304 7.531 -0.20
H 13.496 15.661 5.854 0.26
H 11.802 17.227 6.125 0.30
```

HOMO	-9.7	eV
structure (SMILES)	NC(N)=O.CC(C)O.CC(C)O.CC(C)O.CC(C)O.CC(C)O.CC(C)O.CC(C)O.CO.CO.CO
energy relative to the best compared isomer or geometry (same formula, charge and spin)	18.3	kJ/mol
HOMO-LUMO gap	10.080	eV
LUMO level	0.39	eV
charge	0



> Look up the charge of the second one.

-1



> Which formula does entry 1 have?

C25H69B2Cu2N3O12V